[1]
13
Properties=species:S:1:pos:R:3:forces:R:3:mulliken_charge:R:1 method="wB97M-V/def2-TZVPD" spin_multiplicity=1 lumo_ev=-1.35 fmax_ha_per_bohr=0.0932 e_tot_ev=-79737.0854
O -0.845566 -0.302018 2.298871 0.05 0.20 0.28 -0.610
P -0.627983 0.408556 1.036327 -0.24 -0.79 0.57 0.816
O -2.009995 1.194265 0.667577 0.63 0.40 -0.05 -0.508
O 0.570586 1.579761 1.269218 -0.11 0.15 -0.04 -0.458
As 0.033066 -1.035138 -0.790604 -1.19 -0.56 -1.37 -0.153
F 0.798366 -2.153273 0.460868 0.33 0.21 0.09 -0.517
H -1.865812 1.957011 0.096805 -0.13 0.00 -0.12 0.297
H 1.064480 1.767786 0.468403 -0.97 0.50 0.04 0.166
H -1.345795 -1.707979 -0.606882 0.14 -0.02 0.22 0.145
H -0.547203 -0.016903 -1.844014 0.15 0.15 0.15 0.113
H 1.414545 -0.326751 -0.807989 -3.03 -1.95 -1.05 -0.283
H 0.495903 -1.997465 -1.918758 0.04 0.00 0.09 0.092
Rb 2.865407 0.632149 -0.329822 4.31 1.72 1.19 0.900

=====

[2]
11
Properties=species:S:1:pos:R:3:forces:R:3:nbo_charge:R:1 method="wB97M-V/def2-TZVPD" spin_multiplicity=1 lumo_ev=-8.25 fmax_ha_per_bohr=0.1143 de_lowest_ev=8.537 e_tot_ev=-28926.0961
Sn 12.754051 23.232191 -7.706888 -0.89 0.48 0.51 1.782
B 11.769922 26.468836 -4.011707 0.48 -0.46 1.04 1.300
F 12.345910 25.156112 -3.961898 1.20 -0.92 0.08 -0.585
F 10.877999 26.616369 -3.030164 -1.01 0.10 2.80 -0.534
F 12.648677 27.484339 -4.097604 2.15 0.99 0.47 -0.549
F 11.069794 26.469849 -5.117753 -2.52 -0.42 -5.29 -0.559
B 8.603739 21.299362 -11.139628 -2.28 1.26 0.66 1.289
F 8.803053 22.576699 -11.550670 0.49 2.49 -0.97 -0.538
F 8.808468 20.432095 -12.081854 1.47 -2.86 -3.03 -0.534
F 9.411615 21.145512 -10.060517 2.27 -0.72 2.80 -0.543
F 7.287289 21.158341 -10.740384 -1.37 0.06 0.94 -0.529

=====

[3]
103
Properties=species:S:1:pos:R:3:forces:R:3:mulliken_charge:R:1 method="wB97M-V/def2-TZVPD" charge=-2 spin_multiplicity=1 lumo_ev=2.56 fmax_ha_per_bohr=0.0889 e_tot_ev=-65960.5820
B 0.003839 0.031850 -0.128085 -0.08 0.17 -0.17 4.092
H 0.401788 0.542332 0.735213 1.50 1.34 3.02 -0.273
H -0.040358 0.807714 -0.876640 -0.19 2.52 -2.82 -0.165
H 0.589969 -0.822956 -0.428068 2.05 -2.93 -1.48 -0.718
H -1.015597 -0.272974 0.051018 -3.96 -1.38 0.67 -0.986
B 1.295436 5.084691 -1.132578 0.08 0.33 -0.47 0.654
H 0.503862 5.497416 -1.738645 -3.25 1.52 -2.40 -0.301
H 1.746860 5.910135 -0.604273 1.63 3.09 2.38 -0.200
H 0.849013 4.359100 -0.470406 -1.52 -3.06 2.18 -1.202
H 2.076113 4.796710 -1.819484 3.10 -1.98 -2.71 -0.274
O 2.221441 -1.090308 1.227166 1.32 -0.24 0.57 -0.458
H 1.908950 -1.880854 1.667185 -0.12 -0.47 0.13 0.102
H 1.537237 -0.883653 0.590474 -0.31 0.32 -0.02 -0.973
O 3.676963 -1.638687 -5.332956 -0.01 -0.18 -0.39 -0.647
H 4.487110 -2.103220 -5.122961 0.21 -0.03 0.06 0.307
H 3.251780 -1.502904 -4.486193 -0.27 0.15 0.45 0.320
O 0.097495 0.557828 -3.339439 0.23 -0.59 -0.59 -0.389
H -0.790741 0.575947 -3.695726 -0.39 0.10 -0.14 0.409
H -0.025147 0.499545 -2.391920 0.15 0.28 0.49 0.067
O 0.800632 1.627461 3.181268 0.22 -0.34 0.23 -0.557
H 0.132354 1.276333 2.592759 -0.23 0.04 -0.17 0.044
H 0.859017 2.554950 2.951934 0.05 0.60 -0.20 0.241
O -0.877674 -2.296039 -1.786751 -0.63 -0.46 -0.39 -0.742
H -0.507753 -1.507191 -1.390371 0.37 0.68 0.48 -0.323
H -0.656731 -2.224260 -2.715325 0.13 -0.02 -0.48 0.273
O 4.656500 -1.963348 0.081393 0.69 -0.57 -0.59 -0.755
H 5.197795 -1.285780 -0.323733 0.24 0.30 0.12 0.314
H 3.940089 -1.482352 0.495666 -0.76 0.38 0.53 0.414
O -1.522167 2.189292 0.978275 0.24 -0.22 0.63 -0.675
H -2.152139 1.539816 1.290590 -0.52 0.09 0.11 0.293
H -0.963428 1.707694 0.368264 0.23 0.14 -0.23 0.405
O -3.958605 0.719462 1.648913 0.10 0.42 -0.22 -0.648
H -4.876022 0.707389 1.376106 -0.20 0.08 -0.13 0.309
H -3.695791 -0.200951 1.647885 -0.06 -0.59 0.11 0.213
O 2.879909 3.912581 3.630583 -0.39 0.26 0.18 -0.575
H 3.343375 3.152749 3.278322 0.33 -0.23 -0.21 0.382
H 3.271267 4.053997 4.492588 0.06 -0.06 0.16 0.249
O 2.262415 2.284681 -0.701593 0.95 -1.75 0.22 -0.751
H 1.816999 3.045003 -1.075433 -0.30 1.66 -0.29 0.364
H 1.598778 1.594888 -0.699353 -0.24 -0.05 -0.06 0.561
O 1.568979 1.529824 5.803827 0.51 -0.07 1.02 -0.655
H 1.422018 1.520498 4.858025 -0.30 -0.03 -0.76 0.480
H 0.729004 1.800426 6.174556 -0.16 0.03 -0.04 0.277
O 1.641256 -4.467067 -3.903559 -0.31 -0.29 -0.09 -0.596
H 2.225439 -3.823939 -3.501886 0.15 0.45 0.43 0.331
H 2.056056 -4.678719 -4.739849 0.05 0.01 -0.21 0.271
O -3.590802 -1.408977 -0.767960 -0.09 -0.31 0.78 -0.728
H -3.249542 -0.595675 -0.396055 0.17 0.55 0.03 0.172
H -2.811342 -1.928892 -0.963872 0.60 -0.17 -0.43 0.390
O -0.571888 -1.773898 4.983354 0.11 -0.45 0.92 -0.656
H -0.425281 -1.443357 4.097083 0.44 0.37 -0.34 0.313
H -1.274925 -2.416256 4.886678 -0.17 -0.10 0.14 0.260
O -2.547588 0.315868 -5.108737 -0.12 -0.18 0.14 -0.610
H -3.395809 0.726588 -4.941226 -0.25 0.22 0.23 0.282
H -2.756393 -0.466522 -5.619123 0.07 -0.26 -0.13 0.262
O -4.671310 3.043881 -0.767061 -0.12 0.02 -0.16 -0.576
H -5.146936 3.222386 0.044201 0.04 0.16 0.31 0.279
H -5.112677 2.281356 -1.141205 -0.05 -0.23 -0.22 0.278
O -4.494670 -4.082860 0.672520 -0.07 -0.48 -0.24 -0.630
H -3.786659 -4.618400 1.030510 0.10 -0.21 0.13 0.279
H -4.192371 -3.181241 0.781763 -0.08 0.62 0.01 0.307
O -4.012725 -1.835174 2.558720 0.01 -0.31 -0.31 -0.572
H -3.370042 -2.430861 2.943890 0.21 -0.06 0.19 0.239
H -4.665642 -1.708831 3.247171 -0.24 0.12 0.25 0.262
O -2.708230 0.349816 4.279020 -0.48 0.12 0.60 -0.707
H -3.138498 0.058931 3.474974 0.06 0.27 -0.13 0.366
H -1.820278 -0.002195 4.216893 0.22 -0.01 0.08 0.314
O -0.916916 -0.986800 2.538847 -0.51 -0.36 0.40 0.316
H -0.754960 -0.659301 1.654116 0.39 0.49 -0.81 -0.784
H -1.100335 -1.918713 2.419953 0.18 -0.35 -0.29 0.176
O -5.488594 -1.263408 -2.501319 -0.98 0.17 -0.91 -0.658
H -4.816369 -1.409215 -1.835673 0.61 0.07 0.49 0.514
H -5.678878 -2.136117 -2.845423 -0.14 -0.13 -0.10 0.284
O -0.410521 1.856622 -5.865347 0.21 0.29 -0.66 -0.689
H 0.229152 1.492948 -5.253151 0.30 0.17 0.29 0.365
H -1.219841 1.381387 -5.677249 -0.18 -0.08 0.00 0.430
O 1.580575 -6.188134 -0.425790 0.56 -0.42 0.05 -0.624
H 0.776799 -5.690451 -0.575775 -0.55 0.23 -0.26 0.389
H 1.620134 -6.299589 0.524073 0.08 -0.13 0.14 0.245
O -0.687938 -4.547481 -0.599980 0.03 -1.25 0.79 -0.732
H -0.509829 -3.729714 -1.064487 -0.09 0.96 -0.92 0.594
H -1.642865 -4.593513 -0.552647 -0.18 -0.07 -0.04 0.220
O 1.106412 5.116784 1.722871 -0.41 0.11 1.31 -0.625
H 1.349202 4.496125 1.035796 0.01 0.16 -0.83 0.598
H 1.569381 4.806508 2.501086 0.30 0.05 0.31 0.351
O -2.058745 4.465292 -0.168160 -0.43 1.13 -0.37 -0.659
H -1.790693 3.628244 0.210953 0.07 -0.19 0.28 0.365
H -2.915233 4.289089 -0.557535 -0.07 -0.14 -0.14 0.261
O 3.066405 1.989524 -3.978449 0.32 -0.03 -0.51 -0.619
H 2.544635 1.189290 -4.038677 -0.29 -0.14 0.10 0.276
H 3.498669 1.930614 -3.126453 -0.13 0.21 0.46 0.283
O 2.767963 -2.102465 -2.085560 -0.32 -0.22 -1.08 -0.447
H 3.691015 -2.178277 -1.843752 0.28 -0.08 0.59 0.275
H 2.345336 -1.737842 -1.307954 -0.05 0.13 0.26 0.023
O 5.259772 2.060916 3.366046 0.71 0.46 0.94 -0.683
H 4.721509 1.867615 2.598486 -0.45 -0.42 -1.01 0.370
H 4.954959 1.446553 4.033796 -0.07 -0.17 0.14 0.317
O 0.979054 -3.554560 1.413638 0.02 0.27 0.75 -0.408
H 0.551077 -3.721405 0.573854 -0.28 -0.22 -0.28 0.193
H 1.262361 -4.418006 1.714346 0.15 -0.08 0.06 0.108
O 3.631720 1.212764 1.413403 0.83 -0.12 0.57 -0.699
H 3.234235 1.483231 0.585707 -0.34 0.92 -0.67 0.344
H 3.027373 0.560692 1.768087 -0.33 -0.33 0.18 0.295

=====

[4]
16
Properties=species:S:1:pos:R:3:forces:R:3:nbo_charge:R:1 method="wB97M-V/def2-TZVPD" charge=-2 spin_multiplicity=1 lumo_ev=2.46 fmax_ha_per_bohr=0.0924 de_lowest_ev=3.273 e_tot_ev=-50985.6944
K -0.799700 1.703131 -1.319048 0.16 -0.34 0.26 0.999
B 1.152430 -2.989269 2.339182 -2.00 1.48 1.65 1.303
F 1.168750 -1.704839 1.876602 -0.16 2.68 -0.89 -0.587
F 1.758300 -3.732619 1.461842 2.28 -3.13 -2.75 -0.553
F 1.754990 -2.980749 3.570072 1.02 -0.43 1.77 -0.579
F -0.175990 -3.381209 2.493262 -1.11 -0.54 0.21 -0.583
B -4.861140 -1.776219 -1.136368 0.06 -2.15 -2.48 1.319
F -3.764340 -2.403209 -1.728828 1.11 -1.74 -0.25 -0.593
F -4.762450 -1.730329 0.167742 0.07 0.18 3.65 -0.548
F -4.726120 -0.549389 -1.688518 -1.20 3.34 -0.93 -0.585
F -6.043330 -2.512989 -1.499468 0.04 0.67 -0.14 -0.593
B 3.909800 4.423951 -0.933948 -1.17 0.15 1.10 1.347
F 3.120930 4.431171 -2.103848 -0.19 0.76 -0.39 -0.594
F 4.673070 3.279341 -1.036248 1.26 0.02 0.09 -0.569
F 4.549520 5.668621 -0.648008 0.33 -0.77 -0.98 -0.582
F 3.045280 4.254601 0.185572 -0.48 -0.18 0.08 -0.601

=====

Results for gap between HOMO and LUMO: 0.2299 0.0971 0.1778 0.2956 (in Ha, following the order of the records).